{"formula": "C23H58ClN6O14S2", "method": "ωB97M-V/def2-TZVPD", "charge": 1, "spin_multiplicity": 1, "orbital_gap_ev": 6.880, "elements": ["C", "C", "C", "C", "C", "N", "C", "N", "C", "C", "C", "C", "S", "O", "O", "Cl", "S", "C", "O", "O", "N", "C", "C", "C", "N", "O", "N", "N", "C", "O", "H", "H", "H", "H", "H", "H", "H", "H", "H", "H", "H", "H", "H", "H", "H", "H", "H", "H", "H", "H", "H", "H", "H", "H", "H", "H", "C", "O", "H", "H", "H", "H", "C", "O", "H", "H", "H", "H", "C", "O", "H", "H", "H", "H", "C", "O", "H", "H", "H", "H", "C", "O", "H", "H", "H", "H", "C", "O", "H", "H", "H", "H", "C", "O", "H", "H", "H", "H", "C", "O", "H", "H", "H", "H"], "positions_angstrom": [[4.95439, -4.70351, 1.85345], [4.67432, -3.94985, 0.39353], [3.78213, -2.59818, 0.65798], [3.17677, -1.93391, -0.74649], [1.98789, -0.90429, -0.28364], [0.91510, -1.01367, 0.77645], [0.01129, 0.23744, 0.81154], [-1.03853, 0.51277, 1.63581], [-1.27964, -0.59880, 2.68315], [-1.98829, -1.93655, 1.97735], [-3.42248, -2.34275, 2.65930], [-4.32132, -3.20494, 1.55547], [-3.73793, -5.02139, 1.46539], [-3.43590, -5.59952, 2.89177], [-2.48729, -5.07364, 0.53358], [-5.32213, -6.19305, 0.67154], [-2.10121, 1.87317, 1.66303], [-3.21704, 1.78195, 0.11230], [-1.40388, 3.26805, 1.81736], [-3.15506, 1.86526, 2.84116], [0.51462, 1.13207, -0.26307], [0.23036, 2.47010, -0.82635], [1.35443, 3.61396, -0.35061], [1.78694, 3.50043, 1.22175], [2.65388, 2.44153, 1.86151], [1.36180, 4.50039, 2.04046], [1.61721, 0.49193, -0.82738], [2.50006, 0.86500, -1.82819], [1.95155, 0.31430, -2.98894], [1.19994, 0.09071, -4.09646], [3.96426, -5.12856, 2.33943], [5.43678, -3.96802, 2.65237], [5.67476, -5.61753, 1.65702], [5.75328, -3.68822, -0.03221], [4.12562, -4.75749, -0.28252], [2.84025, -2.81310, 1.35583], [4.45821, -1.73888, 1.12866], [4.06530, -1.38753, -1.27873], [2.69979, -2.77532, -1.44591], [-0.25072, -1.01151, 3.12823], [-1.89049, -0.24414, 3.61082], [-1.25531, -2.86624, 2.12960], [-2.13025, -1.73346, 0.83380], [-3.28829, -3.01279, 3.63411], [-4.02403, -1.37678, 2.93928], [-4.17879, -2.66195, 0.50932], [-5.43020, -3.19563, 1.94031], [-3.20195, 2.86189, -0.37385], [-4.29376, 1.38557, 0.35343], [-2.71049, 1.07275, -0.70330], [0.38169, 2.40509, -2.01062], [-0.83000, 2.92580, -0.68698], [2.34834, 3.44579, -0.99013], [1.00481, 4.70879, -0.59490], [2.60599, 2.48622, 2.92453], [2.38912, 1.46978, 1.59064], [0.73517, -5.02197, 3.18493], [1.25651, -3.74682, 3.51125], [-0.14177, -4.89443, 2.54602], [1.49233, -5.60009, 2.64959], [0.44362, -5.54267, 4.10042], [2.03294, -3.89196, 4.07821], [1.97747, 6.26604, -3.08314], [1.32610, 6.44199, -1.83853], [1.81461, 5.24223, -3.42780], [1.56314, 6.96454, -3.81425], [3.04936, 6.44137, -2.96252], [1.48814, 7.35879, -1.55817], [-8.30208, -7.63802, -1.99695], [-7.29236, -8.43816, -1.40998], [-8.76177, -8.19219, -2.81858], [-9.06274, -7.40259, -1.24858], [-7.85934, -6.71704, -2.38429], [-6.90290, -7.92056, -0.68486], [4.51983, 1.30912, -5.57218], [4.99691, 1.83977, -4.34943], [5.05590, 1.78236, -6.39811], [4.69648, 0.23101, -5.59617], [3.45112, 1.51628, -5.66809], [4.50329, 1.40141, -3.63561], [1.16841, -5.69682, 7.03152], [0.67515, -4.37776, 6.88636], [2.06030, -5.67527, 7.66205], [0.40634, -6.32195, 7.50329], [1.42874, -6.09964, 6.04957], [-0.11540, -4.42861, 6.32261], [5.68147, 8.19433, -1.40942], [4.53019, 8.04183, -2.21911], [5.75929, 7.33663, -0.73727], [6.57045, 8.23958, -2.04327], [5.59450, 9.11008, -0.81944], [4.48764, 8.81703, -2.80445], [-1.99737, 6.82484, -3.52143], [-1.47604, 8.10000, -3.19511], [-2.87431, 6.95238, -4.16034], [-1.24021, 6.24672, -4.05678], [-2.28892, 6.30415, -2.60594], [-0.69960, 7.95486, -2.62815], [-6.23491, 1.92000, -2.81837], [-5.13961, 1.13498, -2.38438], [-6.57928, 2.53979, -1.98725], [-5.91913, 2.56330, -3.64333], [-7.04759, 1.26548, -3.14305], [-4.85595, 0.59615, -3.14238]]}